No. 1
Density functional theory data (the ωB97M-V functional and the def2-TZVPD basis) for 2 unconnected molecules or ions with the total composition C6H10N2O2S in a non-equilibrium geometry.

Element x y z (Å)
S  -1.0263  -1.8248  2.2662
O  -1.0450  -2.0539  -0.7210
O  -2.2306  -0.8132  -2.2124
N  0.2608  0.4674  -0.0961
N  -1.6344  1.3320  -0.5168
C  0.2989  1.7102  0.4716
C  1.2301  -0.5479  0.1532
C  -0.9194  2.2642  0.2297
C  2.4880  -0.0999  -0.5526
C  -0.8783  0.2677  -0.6777
C  -1.4745  -1.0518  -1.3160
H  1.0497  -1.4647  -0.3496
H  3.3372  -0.6299  -0.3260
H  -2.0708  -2.6075  2.6778
H  -1.1613  -2.3691  1.1156
H  -2.4987  1.6039  -0.9566
H  1.0353  2.1445  1.0479
H  1.3516  -0.4737  1.2168
H  2.4279  0.0381  -1.5951
H  -1.4544  3.2036  0.4594
H  2.9141  0.9049  -0.3183

Cartesian forces, eV/Å:
S -0.7 0.0 2.3
O -0.3 -0.3 -0.9
O -1.5 0.1 -1.5
N -0.1 -0.1 0.4
N 0.5 2.1 0.7
C -2.6 0.9 -0.4
C 2.5 1.6 -0.8
C -0.9 0.4 -0.4
C 0.7 3.0 0.7
C -2.0 -1.6 -1.4
C 1.9 0.1 1.7
H -1.3 -0.9 0.6
H 1.7 -2.2 0.4
H 0.5 0.6 0.2
H 0.1 -0.5 -1.9
H -0.1 -0.9 -0.2
H 1.7 0.3 0.9
H 0.3 -1.2 0.5
H -0.6 -0.7 -1.5
H 1.0 -0.6 0.1
H -0.9 -0.1 0.6

Values from the calculation:
HOMO energy = -0.3360 Ha
strongest force on any atom = 3.2 eV/A
relative energy (zero: lowest compared OMol25 entry of this formula, charge and spin) = 53.4 kcal/mol
total energy = -892.769431 Ha

No. 2
Density functional theory data (the ωB97M-V functional and the def2-TZVPD basis) for a single C4H8O3 molecule in a non-equilibrium geometry.

Element x y z (Å)
O  -2.0498  0.1194  1.4968
O  0.9880  -2.4554  -0.9956
O  -0.3184  -0.5835  -1.2109
C  -0.7107  0.6516  -0.5939
C  -2.2204  0.7014  0.4322
C  1.4654  -0.8819  0.5984
C  0.6524  -1.2503  -0.6291
H  1.2151  0.1074  0.9554
H  -0.8244  1.2732  -1.4555
H  -2.2726  1.8628  0.4745
H  2.4377  -1.2956  0.6813
H  0.4902  -2.8746  -1.7299
H  -3.0921  0.4378  -0.2999
H  -0.0327  1.1110  0.0250
H  0.8271  -1.4731  1.2343

Cartesian forces, eV/Å:
O 0.4 -2.0 2.4
O -0.5 -0.6 -1.1
O 3.2 -2.5 2.2
C -3.7 0.9 -1.4
C -0.2 2.2 -3.3
C -3.1 0.4 -0.6
C -0.5 1.1 -0.4
H 0.8 0.2 -0.1
H -0.4 0.6 -0.6
H 0.3 -0.7 -0.3
H 0.9 0.0 -0.4
H 0.0 0.7 0.4
H 1.0 -0.2 0.6
H 2.0 0.3 1.5
H -0.1 -0.5 1.2

Values from the calculation:
HOMO energy (alpha / beta) = -0.2538 / -0.2538 Ha
strongest force on any atom = 4.6 eV/A
relative energy (zero: lowest compared OMol25 entry of this formula, charge and spin) = 131.8 kcal/mol
total energy = -382.754800 Ha

No. 3
Density functional theory data (the ωB97M-V functional and the def2-TZVPD basis) for a molecular structure, C24H28F2N3S3Sr in a non-equilibrium geometry.

Element x y z (Å)
Sr  -0.5017  0.3846  0.3750
S  -2.3798  1.6066  -1.6366
S  -2.7705  -1.2053  1.3448
S  -1.3348  2.9490  1.6968
F  1.7912  -0.6299  4.3179
F  0.5697  0.7132  3.1254
N  1.5113  -1.0673  2.0321
N  1.0351  0.7459  -1.8004
N  0.6961  -1.5410  -0.5026
C  1.1748  1.9394  -2.3879
C  -3.8872  -0.3944  0.1173
C  0.8191  -2.8581  -2.4918
C  2.9525  -0.8588  1.9480
C  -2.2302  3.7793  0.3184
C  -3.1065  2.9928  -0.6765
C  3.3959  0.4500  1.3836
C  1.0689  2.1013  -3.7625
C  0.7753  0.9955  -4.5410
C  0.8614  -3.9250  -0.3284
C  0.9660  -0.6518  3.2609
C  0.7982  -0.3436  -2.5603
C  3.1452  -3.1096  2.8462
C  -2.3654  0.2112  2.5133
C  1.9104  -3.4367  2.4119
C  0.8209  -4.0226  -1.6819
C  1.1738  -2.4374  1.6490
C  -3.4333  0.1217  -1.2695
C  1.4874  3.1059  -1.4920
C  -2.5508  1.5722  1.8115
C  0.7476  -1.6549  -1.8446
C  0.6320  -0.2406  -3.9357
C  3.7232  -1.8520  2.4057
C  0.8920  -2.6297  0.2935
H  0.3994  -1.1168  -4.5222
H  0.0794  -1.2386  3.5073
H  4.4824  0.5042  1.3368
H  0.6604  1.0950  -5.6124
H  -1.3695  0.0314  2.9144
H  1.1006  4.0386  -1.9011
H  2.5680  3.2146  -1.3820
H  -3.4845  2.0237  2.1408
H  -2.8933  4.5147  0.7765
H  0.9260  -4.8114  0.2867
H  1.2031  3.0784  -4.2062
H  -4.0144  2.6264  -0.1997
H  0.8349  -4.9978  -2.1514
H  -1.4569  4.3349  -0.2120
H  0.9070  -2.9321  -3.5645
H  -3.4300  3.7218  -1.4197
H  2.9964  0.5690  0.3705
H  4.8001  -1.7393  2.3930
H  -2.9078  -0.6700  -1.8098
H  1.0787  2.9556  -0.4903
H  -4.4886  0.3410  0.6487
H  3.0388  1.2862  1.9934
H  -4.3585  0.3014  -1.8181
H  3.7438  -3.8007  3.4230
H  1.5094  -4.4304  2.5745
H  -2.6736  1.3456  0.7661
H  -4.5807  -1.2014  -0.1279
H  -3.0586  0.1461  3.3462

Cartesian forces, eV/Å:
Sr 2.4 -0.5 0.0
S 0.1 -0.2 0.6
S 0.1 0.7 -0.1
S -0.2 -0.5 -0.1
F 0.0 0.0 0.0
F -0.1 0.1 -0.1
N 0.0 0.0 0.1
N -0.3 0.0 -0.1
N 0.0 -0.1 -0.1
C 0.0 0.0 0.0
C -0.2 -0.1 0.1
C 0.0 -0.1 0.0
C 0.0 0.1 -0.1
C 0.0 0.1 0.0
C -0.1 0.0 0.0
C 0.0 -0.1 0.0
C 0.0 0.0 0.0
C 0.0 0.0 0.0
C 0.0 0.0 0.1
C 0.1 -0.1 -0.1
C 0.0 0.0 0.0
C 0.0 0.0 0.0
C -0.4 0.1 0.0
C 0.0 0.0 0.0
C 0.0 0.1 -0.1
C -0.1 0.0 0.1
C -0.1 0.1 -0.1
C 0.0 0.0 0.0
C -0.4 0.3 0.2
C 0.0 0.1 0.0
C 0.0 0.0 0.0
C 0.0 0.0 0.0
C -0.1 0.0 -0.1
H 0.0 0.0 0.0
H 0.0 0.0 0.0
H 0.0 0.0 0.0
H 0.0 0.0 0.0
H -0.2 0.0 -0.1
H 0.0 0.0 0.0
H 0.0 0.0 0.0
H 0.0 -0.1 0.0
H 0.0 0.0 0.0
H 0.0 0.0 0.0
H 0.0 0.0 0.0
H 0.0 0.0 0.0
H 0.0 0.0 0.0
H 0.0 0.0 0.0
H 0.0 0.0 0.0
H 0.0 0.0 0.0
H 0.0 0.0 0.0
H 0.0 0.0 0.0
H 0.1 0.0 0.0
H 0.0 0.0 0.0
H 0.0 0.0 0.0
H 0.0 0.0 0.0
H 0.0 -0.1 0.0
H 0.0 0.0 0.0
H 0.0 0.0 0.0
H -0.5 0.1 -0.1
H 0.0 0.0 0.0
H 0.1 0.0 0.1

Values from the calculation:
HOMO energy = -0.3199 Ha
strongest force on any atom = 2.4 eV/A
net charge = +1
total energy = -2520.417463 Ha